Computed, not measured: a 2-piece molecular cluster, C6H14O2 overall, with ωB97M-V with the def2-TZVPD basis set.

Output
Frontier orbital gap, eV: 10.26
Energy relative to the best compared isomer or geometry (same formula, charge and spin), kcal per mole: 39.87
LUMO energy, eV: 0.71
Highest occupied orbital energy, eV: -9.5432
M, Da: 118.2
Max |F|, eV/Å: 1.752
E, Eh: -387.443985

CARTESIAN COORDINATES (ANGSTROEM)
C (2.166504, 1.635043, 1.130119)
C (1.024324, 0.696651, 1.364243)
C (-0.042744, 0.504030, 0.597817)
C (-1.171312, -0.431736, 0.933743)
C (-1.609246, -1.227271, -0.278536)
C (-0.528025, -2.254399, -0.764929)
O (0.339040, -2.692071, 0.274533)
H (2.952603, 1.484428, 1.867065)
H (2.474385, 1.570080, 0.132240)
H (1.897903, 2.688128, 1.279977)
H (1.108560, 0.123226, 2.283655)
H (-0.026371, 0.999478, -0.375984)
H (-0.806301, -1.126390, 1.692588)
H (-1.987720, 0.148252, 1.371723)
H (-2.456006, -1.836610, -0.088230)
H (-1.749260, -0.570436, -1.127413)
H (-1.053427, -3.158248, -1.051919)
H (0.070399, -1.857862, -1.579527)
H (0.921364, -1.958948, 0.506030)
O (-0.255266, 2.610573, -2.944594)
H (-1.048748, 2.150742, -3.228434)
H (-0.220656, 2.503341, -1.994167)

Cartesian forces, eV/Å:
-0.76 0.71 1.31
-0.05 -0.15 0.58
0.67 -0.03 -0.14
0.38 0.19 -0.04
1.58 -0.49 -0.50
-0.06 0.26 0.99
0.11 -0.03 0.08
0.28 -0.33 -0.39
0.99 -0.18 -1.43
-0.33 -0.13 0.01
-0.26 -0.01 0.13
-0.40 0.06 0.08
-0.21 0.09 0.15
-0.15 -0.13 -0.13
-1.19 -0.05 0.28
-0.61 0.24 -0.16
0.08 -0.05 -0.49
-0.05 0.03 -0.31
-0.02 -0.03 -0.02
0.12 0.06 -0.24
-0.08 -0.04 0.02
-0.05 -0.01 0.23

Atomic partial charges in e from the natural (NBO) method, atoms 1 to 2: number 1, C, carries -0.6534; number 2, C, carries -0.1794



Computed, not measured: a 3-piece molecular cluster, C6H14O2 overall, with ωB97M-V with the def2-TZVPD basis set.

Output
Frontier orbital gap, eV: 9.04
Energy relative to the best compared isomer or geometry (same formula, charge and spin), kcal per mole: 73.81
LUMO energy, eV: 0.45
Highest occupied orbital energy, eV: -8.5889
M, Da: 118.2
Max |F|, eV/Å: 3.173
E, Eh: -387.389893

CARTESIAN COORDINATES (ANGSTROEM)
C (0.437421, -2.062835, -1.022367)
C (-0.644957, -1.211219, -0.846851)
C (-1.066902, -0.144643, 0.100467)
C (-2.622450, -0.032034, 0.059476)
C (-0.304162, 0.530343, 1.008245)
C (-1.085839, 1.629101, 1.713082)
H (1.208167, -2.081311, -0.184468)
H (0.529706, -2.824698, -1.847454)
H (-1.556613, -1.625765, -1.347220)
H (-2.951337, 0.518557, 0.985209)
H (-2.946915, 0.408621, -0.877087)
H (-3.114620, -0.988759, 0.172777)
H (0.766889, 0.246801, 1.065331)
H (-0.397099, 2.368870, 2.219592)
H (-1.605627, 2.305441, 0.834193)
H (-1.832345, 1.258818, 2.477659)
O (1.216059, 1.221852, -1.830822)
H (1.474853, 1.037916, -2.765953)
H (0.654426, 0.513866, -1.493199)
O (3.204349, -0.430672, 0.943793)
H (3.358356, 0.324852, 1.565071)
H (2.770228, -0.044922, 0.219453)

Cartesian forces, eV/Å:
-0.45 1.28 1.82
0.14 -3.09 -0.65
-0.07 -1.20 0.76
1.06 0.94 1.67
-1.67 -0.88 -1.69
0.54 2.48 -0.54
-0.47 0.24 -1.60
-0.47 0.96 1.16
0.91 0.96 -0.55
0.00 -0.22 -1.50
-0.24 0.33 0.05
0.27 -0.55 -0.27
-0.79 0.76 0.36
-0.71 -0.90 -0.32
0.96 -1.75 2.46
0.80 0.49 -0.97
0.67 0.32 -0.84
-0.56 -0.12 1.33
0.04 -0.12 -0.51
1.04 0.21 2.48
-0.15 -1.04 -0.83
-0.87 0.90 -1.80

Atomic partial charges in e from the natural (NBO) method, atoms 1 to 2: number 1, C, carries -0.3875; number 2, C, carries -0.2618



Computed, not measured: a 2-piece molecular cluster, C6H14O2 overall, with ωB97M-V with the def2-TZVPD basis set.

Output
Frontier orbital gap, eV: 11.69
Energy relative to the best compared isomer or geometry (same formula, charge and spin), kcal per mole: 17.95
LUMO energy, eV: 0.79
Highest occupied orbital energy, eV: -10.9029
M, Da: 118.2
Max |F|, eV/Å: 0.981
E, Eh: -387.478915

CARTESIAN COORDINATES (ANGSTROEM)
C (-3.075865, 2.209687, -1.057339)
O (-2.976137, 1.739026, 0.291915)
C (-2.154693, 2.464332, 1.069007)
O (-1.528732, 3.435985, 0.720186)
H (-3.772095, 1.537034, -1.585922)
H (-2.101957, 2.184969, -1.574540)
H (-3.474127, 3.237118, -1.106091)
H (-2.141801, 2.027794, 2.087311)
C (2.414653, -0.680533, 1.683649)
C (1.508025, -1.553870, 0.816990)
C (1.524181, -1.136989, -0.651922)
C (0.617546, -2.010318, -1.518582)
H (2.382681, -1.004519, 2.737508)
H (2.089889, 0.372162, 1.629204)
H (3.456270, -0.746260, 1.326828)
H (1.832265, -2.609678, 0.891572)
H (0.468704, -1.493569, 1.193332)
H (1.199943, -0.081163, -0.726506)
H (2.563500, -1.197277, -1.028259)
H (-0.424078, -1.944584, -1.161762)
H (0.942310, -3.063014, -1.464138)
H (0.649517, -1.686332, -2.572441)

Cartesian forces, eV/Å:
-0.27 0.06 -0.91
0.28 0.36 0.00
0.26 0.33 0.00
-0.52 -0.80 0.24
0.33 0.23 0.43
-0.32 0.02 0.39
0.23 -0.41 0.20
0.02 0.18 -0.34
0.00 -0.01 0.07
-0.09 -0.14 0.07
0.10 0.14 -0.07
0.00 0.01 -0.07
0.07 0.19 -0.38
0.20 -0.33 0.07
-0.33 0.10 0.19
-0.22 0.36 0.02
0.38 -0.14 -0.12
0.22 -0.35 -0.02
-0.39 0.14 0.12
0.32 -0.10 -0.19
-0.20 0.33 -0.08
-0.07 -0.19 0.38

Atomic partial charges in e from the natural (NBO) method, atoms 1 to 2: number 1, C, carries -0.2772; number 2, O, carries -0.5020